[1]
Here is a structure of composition C24H44ClF5P2Yb from OMol25. Energies are from ωB97M-V with the def2-TZVPD basis set.

The geometry in XYZ format:
```
77
Properties=species:S:1:pos:R:3
Yb 1.1829 0.0062 -0.6092
Cl -0.1185 -2.0537 -1.0403
P 1.3639 1.3488 -3.1181
C 0.4684 0.7713 -4.6508
C 1.7692 3.1450 -3.3851
C 2.9503 0.3786 -3.3256
C -1.0087 0.5017 -4.3204
H 0.9449 -0.1892 -4.9129
C 0.6703 1.7408 -5.8126
H 0.2962 2.7450 -5.5798
H 0.1335 1.3751 -6.6977
H 1.7272 1.8365 -6.0953
H -1.1242 0.0932 -3.3064
H -1.4207 -0.2406 -5.0191
H -1.6119 1.4178 -4.4031
H 2.5907 -0.6703 -3.3396
C 3.9192 0.5575 -2.1466
C 3.6087 0.6655 -4.6769
H 2.9915 0.3581 -5.5297
H 4.5420 0.0930 -4.7531
H 3.8658 1.7280 -4.7948
H 3.4735 0.5478 -1.1280
H 4.4836 1.4930 -2.2566
H 4.6335 -0.2762 -2.1774
C 0.4472 3.9322 -3.3115
H 2.2112 3.2183 -4.3936
C 2.7293 3.7228 -2.3408
H -0.3191 3.6174 -4.0312
H 0.6427 4.9977 -3.4955
H 0.0075 3.8393 -2.3051
H 2.2953 3.6366 -1.3302
H 2.8799 4.7935 -2.5470
H 3.7191 3.2544 -2.3441
H -0.6163 0.8885 -0.9153
H 2.0902 -1.3759 0.5841
P -1.5915 -2.5440 2.0874
C -0.8245 -4.2253 2.3132
C -1.7822 -1.7190 3.7408
C -3.1882 -2.7640 1.2127
C 0.6639 -4.2144 1.9513
H -1.3502 -4.8402 1.5607
C -1.0683 -4.7798 3.7131
H -0.5726 -4.1557 4.4663
H -0.6391 -5.7874 3.7709
H -2.1328 -4.8533 3.9686
H 0.8204 -3.7265 0.9831
H 0.9971 -5.2570 1.8873
H 1.2733 -3.7033 2.7078
H -2.8671 -3.3772 0.3494
C -3.7473 -1.4384 0.6641
C -4.1541 -3.5607 2.0918
H -3.7986 -4.5890 2.2529
H -5.1366 -3.6178 1.6047
H -4.2831 -3.0782 3.0713
H -3.0548 -1.0204 -0.0839
H -3.9157 -0.6891 1.4510
H -4.7107 -1.6448 0.1762
C -0.3992 -1.2065 4.0846
H -2.0882 -2.5158 4.4379
C -2.8358 -0.6110 3.8060
H 0.4136 -1.7244 3.5631
H -0.2638 -1.2737 5.1680
H -0.2447 0.0847 3.7897
H -2.8909 -0.0426 2.8698
H -2.5821 0.1025 4.5992
H -3.8323 -1.0201 4.0289
F 0.8105 0.8649 1.3785
C 0.5364 1.7540 2.4458
C 0.0297 1.2651 3.6240
C -0.1987 2.1897 4.6260
F -0.6518 1.7890 5.8501
C 0.0158 3.5638 4.4452
F -0.1524 4.4365 5.4594
C 0.4542 4.0315 3.2065
F 0.6357 5.3518 3.0149
C 0.7348 3.1124 2.1974
F 1.1534 3.5361 0.9736
```

Properties
- Gap between HOMO and LUMO (alpha / beta): 4.664 / 4.665 eV
- LUMO level (alpha / beta): 2.041 / 2.041 eV
- <S²>: 0.75
- Net charge: -1
- 2S+1: 2

---

[2]
Here is a structure of composition C24H44CoN4O9SSi from OMol25. Energies are from ωB97M-V with the def2-TZVPD basis set.

The geometry in XYZ format:
```
84
Properties=species:S:1:pos:R:3
Co -0.3903 -0.7104 -0.6849
C -1.0869 0.5594 3.4674
C -1.6512 0.8108 2.0759
C -2.6638 -0.2595 1.7049
C -2.2862 2.1915 1.9916
O -0.5760 0.6863 1.1154
Si 0.6807 1.6770 0.6730
S 1.5539 0.6250 -0.8805
O 1.6366 2.0187 1.9630
C 2.7634 1.3579 2.5542
C 4.0083 1.6730 1.7321
C 2.5382 -0.1499 2.6218
C 2.8916 1.9367 3.9563
O 0.0135 3.1263 0.2505
C 0.5995 4.4367 0.2346
C 0.6639 4.9894 1.6548
C -0.3341 5.3034 -0.6031
C 1.9838 4.3886 -0.4020
H -1.8807 0.6294 4.2132
H -0.3177 1.2953 3.7061
H -0.6506 -0.4394 3.5190
H -3.4969 -0.2460 2.4102
H -2.2014 -1.2471 1.7249
H -3.0476 -0.0874 0.6991
H -3.1561 2.2298 2.6499
H -2.6054 2.3973 0.9699
H -1.5850 2.9679 2.2966
H 3.8858 1.3128 0.7101
H 4.8851 1.1931 2.1715
H 4.1842 2.7500 1.7102
H 2.4440 -0.5608 1.6168
H 1.6274 -0.3763 3.1767
H 3.3829 -0.6270 3.1247
H 3.0093 3.0201 3.9053
H 3.7588 1.5158 4.4677
H 1.9988 1.7129 4.5422
H -0.3386 5.0362 2.0840
H 1.0793 5.9990 1.6439
H 1.2841 4.3559 2.2856
H -1.3560 5.2193 -0.2305
H -0.3115 4.9992 -1.6513
H -0.0313 6.3504 -0.5567
H 2.6705 3.8001 0.2071
H 2.3904 5.3969 -0.5013
H 1.9276 3.9300 -1.3909
C 3.5969 -3.9043 0.1175
N 2.3535 -3.3834 0.6471
C 1.9702 -3.7642 1.9964
C 1.5957 -2.5499 -0.0557
O 0.5450 -2.0681 0.3869
H 4.4283 -3.6294 0.7690
H 3.7767 -3.4822 -0.8689
H 3.5559 -4.9917 0.0380
H 2.2850 -4.7911 2.1761
H 0.8911 -3.6886 2.0984
H 2.4410 -3.1094 2.7325
H 1.9590 -2.3119 -1.0574
O -1.8982 -1.9997 -0.8020
C -1.5331 -2.5996 -1.8503
O -0.4962 -2.2809 -2.4832
C -2.3819 -3.7408 -2.3336
C -3.5789 -4.0358 -1.6917
C -4.3676 -5.0832 -2.1366
C -3.9274 -5.8194 -3.2223
C -2.7399 -5.5487 -3.8789
C -1.9652 -4.4955 -3.4242
N -4.7589 -6.9411 -3.7006
O -5.7985 -7.1632 -3.1135
O -4.3560 -7.5755 -4.6549
H -3.8794 -3.4335 -0.8459
H -5.3042 -5.3350 -1.6629
H -2.4443 -6.1543 -4.7221
H -1.0327 -4.2392 -3.9072
C -0.4169 3.1607 -3.9540
N -1.0027 2.4713 -2.8279
C -1.0047 1.1338 -2.6976
N -0.5878 0.3725 -3.7287
O -1.4505 0.6265 -1.6415
H -0.5605 4.2306 -3.8252
H -0.9101 2.8690 -4.8823
H 0.6587 2.9725 -4.0419
H -1.0849 2.9481 -1.9405
H 0.0281 0.7650 -4.4183
H -0.4987 -0.6190 -3.5212
```

Properties
- Gap between HOMO and LUMO (alpha / beta): 7.718 / 7.664 eV
- LUMO level (alpha / beta): -0.369 / -0.368 eV
- <S²>: 0.84
- Relative energy (zero: lowest compared OMol25 entry of this formula, charge and spin): 0.0 kcal per mole
- 2S+1: 2

---

[3]
Here is a structure of composition C24H44CrGeN3SeSi3 from OMol25. Energies are from ωB97M-V with the def2-TZVPD basis set.

The geometry in XYZ format:
```
77
Properties=species:S:1:pos:R:3
Cr -0.0392 -0.4498 1.4592
C 1.5073 2.2512 4.1945
C 0.0526 1.9310 4.5426
C -0.7455 3.2318 4.6446
C -0.5708 0.9624 3.5731
C -1.1580 1.3734 2.3608
C -2.0092 0.5018 1.6405
C -2.2375 -0.8199 2.0927
C -3.3428 -1.6451 1.5194
C -1.4582 -1.2778 3.1647
C -0.6503 -0.3961 3.8977
H 1.9197 2.8920 4.9678
H 1.5641 2.7842 3.2483
H 2.1179 1.3515 4.1464
H 0.0417 1.4516 5.5265
H -0.6191 3.8594 3.7659
H -0.3927 3.7922 5.5054
H -1.8020 3.0221 4.7865
H -1.1358 2.4256 2.0963
H -2.6601 0.9143 0.8746
H -4.2443 -1.4670 2.1091
H -3.1298 -2.7097 1.5839
H -3.5605 -1.3737 0.4872
H -1.6036 -2.2862 3.5370
H -0.1777 -0.7396 4.8096
Se 1.8332 -3.7848 2.0644
N 3.4077 -3.1505 2.3602
C 3.4440 -1.8324 2.1886
C 4.5071 -0.9180 2.3237
C 4.2244 0.4061 2.0596
C 2.9536 0.8250 1.6487
N 1.9242 -0.0115 1.5117
C 2.1914 -1.2937 1.7876
N 1.1821 -2.1544 1.6363
H 5.4875 -1.2470 2.6233
H 5.0024 1.1487 2.1447
H 2.7798 1.8635 1.4122
C -2.4615 -3.3504 -1.7069
Si -0.6835 -2.8985 -2.2424
C 0.6742 -4.1391 -1.7436
C -0.6568 -2.5149 -4.1153
Ge -0.0207 -0.8103 -0.9025
Si 1.7440 0.4373 -2.1676
C 1.4726 0.5648 -4.0544
C 1.8717 2.2024 -1.4296
C 3.1413 -0.7937 -1.7058
Si -2.5102 2.0707 -3.0698
C -3.7467 0.7820 -2.4685
C -1.9290 2.2326 -4.8426
C -1.7931 3.1064 -1.6691
H -2.7610 -4.3120 -2.1148
H -3.1807 -2.6237 -2.0765
H -2.5608 -3.4254 -0.6296
H 0.3560 -5.1480 -1.9917
H 0.8982 -4.1173 -0.6779
H 1.5963 -3.9563 -2.2886
H -1.0798 -3.3591 -4.6522
H 0.3520 -2.3860 -4.4931
H -1.2474 -1.6421 -4.3813
H 1.3170 1.5920 -4.3616
H 0.6460 -0.0371 -4.4137
H 2.3619 0.2263 -4.5746
H 1.3685 2.9289 -2.0600
H 2.9055 2.5293 -1.3648
H 1.4341 2.2570 -0.4340
H 3.2819 -1.5282 -2.4937
H 2.9015 -1.3366 -0.7896
H 4.0987 -0.3034 -1.5561
H -4.4169 0.4530 -3.2635
H -4.3735 1.1949 -1.6739
H -3.2465 -0.1086 -2.0787
H -1.4410 1.3282 -5.2057
H -1.2272 3.0591 -4.9688
H -2.7660 2.4220 -5.5183
H -1.1055 2.5120 -1.0649
H -2.5739 3.4891 -1.0096
H -1.2441 3.9707 -2.0420
```

Properties
- Gap between HOMO and LUMO (alpha / beta): 6.278 / 5.775 eV
- LUMO level (alpha / beta): -9.725 / -9.842 eV
- <S²>: 2.19
- Net charge: +3
- 2S+1: 3

---

[4]
Here is a cluster of 6 separate species, C24H44F12N8P2 in total from OMol25. Energies are from ωB97M-V with the def2-TZVPD basis set.

The geometry in XYZ format:
```
90
Properties=species:S:1:pos:R:3
C 1.0190 -5.2477 -0.0330
C 0.7827 -5.6410 1.4207
N -0.4535 -5.0677 1.9611
C -1.7102 -5.6024 1.9257
C -2.5104 -4.7041 2.4717
N -1.7230 -3.6421 2.8194
C -0.4955 -3.8900 2.4686
C -2.1663 -2.4822 3.5007
H 0.0883 -4.9941 -0.5404
H 1.5651 -6.0173 -0.5734
H 1.6282 -4.3405 -0.1265
H 1.6136 -5.2893 2.0336
H 0.7823 -6.7206 1.5458
H -1.8472 -6.6282 1.6480
H -3.5328 -4.7371 2.7996
H 0.3437 -3.2216 2.5078
H -3.2501 -2.4105 3.4998
H -1.8571 -1.6041 2.9265
H -1.7568 -2.4543 4.4998
C 2.7488 -2.1878 4.0534
C 4.1050 -1.6843 3.6266
N 4.3127 -1.8984 2.1977
C 4.7861 -3.0156 1.5966
C 4.8245 -2.7406 0.2781
N 4.3369 -1.4882 0.1260
C 4.0639 -0.9692 1.2759
C 4.2059 -0.8053 -1.1046
H 1.9845 -1.4715 3.7424
H 2.6805 -2.4757 5.0955
H 2.5216 -3.1037 3.4866
H 4.8766 -2.2742 4.1303
H 4.2620 -0.6632 3.9465
H 5.0442 -3.8915 2.1657
H 5.2222 -3.3330 -0.5202
H 3.5862 -0.0264 1.4473
H 3.3367 -1.0272 -1.7257
H 5.0025 -1.1214 -1.7958
H 4.3870 0.2471 -0.9459
C -4.3116 4.0519 -2.5510
C -3.5508 3.6660 -3.8029
N -2.6557 2.5487 -3.5586
C -1.5068 2.6025 -2.8537
C -0.9615 1.3874 -2.8860
N -1.7825 0.6392 -3.6491
C -2.8051 1.3465 -4.0052
C -1.6399 -0.8045 -3.8851
H -5.0862 4.7615 -2.8360
H -3.6546 4.5591 -1.8396
H -4.7348 3.1654 -2.0906
H -3.0031 4.5092 -4.2059
H -4.3143 3.3728 -4.5168
H -1.2229 3.5152 -2.3728
H -0.0131 0.9891 -2.5769
H -3.6795 0.9628 -4.4927
H -1.8420 -1.3123 -2.9427
H -0.6358 -1.0221 -4.2197
H -2.3836 -1.1329 -4.6020
C -4.4004 5.1188 1.7873
C -3.3693 4.3043 2.5964
N -2.1122 4.0908 1.8529
C -1.4856 2.8785 1.6739
C -0.3546 3.1391 1.0656
N -0.3055 4.4845 0.8710
C -1.3607 5.0270 1.3820
C 0.7072 5.1973 0.0984
H -5.3864 4.8815 2.1781
H -4.4243 4.8615 0.7272
H -4.1735 6.1816 1.8334
H -3.7965 3.3485 2.8573
H -3.0785 4.8939 3.4598
H -1.9770 1.9913 2.0100
H 0.4015 2.4810 0.6641
H -1.5825 6.0781 1.4444
H 0.6941 6.2558 0.3112
H 0.5912 4.9975 -0.9609
H 1.6741 4.8013 0.4147
P 2.8302 0.1615 -4.6317
F 3.6048 0.9008 -5.7848
F 4.0455 -0.8398 -4.4169
F 3.5092 1.1034 -3.5371
F 1.9900 -0.5197 -3.4537
F 1.5880 1.1686 -4.8549
F 2.2165 -0.8777 -5.6637
P 0.1211 -0.7579 0.3216
F 1.4148 -1.7111 0.2905
F 0.2109 -0.6373 1.9169
F 1.1409 0.4658 0.0514
F -1.0891 0.2945 0.3254
F 0.0152 -0.9426 -1.2395
F -0.8834 -2.0010 0.4650
```

Properties
- Gap between HOMO and LUMO: 10.123 eV
- LUMO level: -4.164 eV
- Net charge: +2
- Relative energy (zero: lowest compared OMol25 entry of this formula, charge and spin): 33.9 kcal per mole

---

[5]
Here is a structure of composition C24H44F3I2N5O12S from OMol25. Energies are from ωB97M-V with the def2-TZVPD basis set.

The geometry in XYZ format:
```
91
Properties=species:S:1:pos:R:3
C 0.3866 -0.9530 -2.9434
C 1.2864 0.2092 -2.6640
I 1.9047 1.0016 -4.5707
C 2.4854 -0.1774 -1.7962
C 2.4824 0.2835 -0.3311
C 1.1525 -0.0407 0.2485
C 1.0583 -0.1079 1.7467
O 1.7956 -0.7591 2.4283
O 0.0364 0.5793 2.2785
O 3.5091 -0.4915 0.2779
C 4.6763 0.1098 0.0638
O 5.7701 -0.3653 0.2524
O 4.4308 1.3753 -0.4266
C 3.0990 1.6714 -0.1624
I 2.5616 3.2494 -1.4822
S 3.2584 2.4244 1.5343
O 3.4989 1.4496 2.5304
O 4.2297 3.4351 1.4050
C 1.6691 3.3525 1.9626
F 1.3312 3.0277 3.1371
F 0.6921 3.0931 1.1424
F 1.9096 4.5972 1.9228
H -0.1309 -1.2635 -2.0620
H 0.9202 -1.7537 -3.3998
H -0.3538 -0.6366 -3.6447
H 0.6916 0.9804 -2.2422
H 3.3619 0.1817 -2.2709
H 2.4963 -1.2375 -1.7380
H 0.9371 -1.0371 -0.0642
H 0.3864 0.5790 -0.1595
H -0.6438 0.6579 1.6100
C -2.5771 3.8098 7.0661
O -3.4702 3.0432 6.7527
N -1.5362 4.1318 6.2767
C -0.5041 5.0597 6.6953
C -1.4467 3.5153 4.9619
H -2.5475 4.3098 8.0482
H -0.4617 5.9115 6.0141
H 0.4689 4.5656 6.7016
H -0.7188 5.4231 7.6970
H -2.3308 3.7632 4.3729
H -1.3983 2.4316 5.0653
H -0.5605 3.8692 4.4490
C -0.4038 4.0094 -5.5283
O -1.0195 3.4336 -4.6542
N -0.9253 4.3928 -6.7043
C -0.1400 5.0792 -7.7107
C -2.3261 4.1038 -6.9670
H 0.6638 4.2713 -5.4215
H -0.5705 6.0594 -7.9240
H -0.1158 4.4975 -8.6341
H 0.8787 5.2142 -7.3562
H -2.9556 4.5811 -6.2164
H -2.5026 3.0294 -6.9222
H -2.5925 4.4742 -7.9524
C 2.4500 -4.0052 0.4541
O 2.2835 -4.3931 -0.6889
N 2.2102 -4.7156 1.5639
C 2.4280 -4.1130 2.8652
C 1.7303 -6.0816 1.4511
H 2.8259 -2.9917 0.6746
H 3.1824 -4.6638 3.4299
H 1.4988 -4.0916 3.4371
H 2.7697 -3.0934 2.7090
H 2.4492 -6.6890 0.9002
H 0.7825 -6.1045 0.9116
H 1.5909 -6.4979 2.4439
C -3.9450 0.8357 1.6466
O -3.9434 0.2454 0.5789
N -4.2179 0.2873 2.8312
C -4.1494 1.0685 4.0523
C -4.5776 -1.1198 2.8896
H -3.6866 1.9078 1.7237
H -3.4105 0.6445 4.7323
H -5.1178 1.0880 4.5519
H -3.8598 2.0865 3.8138
H -3.7714 -1.7308 2.4832
H -5.4732 -1.3041 2.2968
H -4.7610 -1.4009 3.9218
C 0.0898 -4.7590 -2.7932
O -0.2712 -3.6178 -3.0241
N -0.5128 -5.8526 -3.2998
C -0.0463 -7.1879 -2.9928
C -1.6592 -5.6799 -4.1759
H 0.9451 -4.9881 -2.1432
H 0.2487 -7.7083 -3.9068
H -0.8345 -7.7634 -2.5011
H 0.8134 -7.1313 -2.3292
H -1.3793 -5.0933 -5.0511
H -2.4552 -5.1476 -3.6548
H -2.0228 -6.6530 -4.4941
```

Properties
- Gap between HOMO and LUMO: 8.853 eV
- LUMO level: -0.187 eV

---

For each record above, in turn, the calculated max |F| values are 0.09843; 0.00180; 0.03346; 0.05806; 0.06865 Eh/bohr.